Here is 12 unconnected molecules or ions with the total composition C22H68N2O12 at a distorted geometry from OMol25. Energies are from ωB97M-V with the def2-TZVPD basis set.

The geometry in XYZ format:
```
104
Properties=species:S:1:pos:R:3:mulliken_charge:R:1
O 0.1489 -1.8003 -2.1852 -0.622
H -0.9151 -4.2300 -1.3062 0.069
H -2.4923 -1.5531 -1.2405 -0.317
H -3.3308 0.5186 -4.6263 -0.554
H -0.4818 -5.5743 -5.4105 0.407
H -2.6952 -3.9724 -2.6638 -0.045
H 0.2820 2.0975 0.1055 0.242
H -3.9362 -6.0198 0.4344 0.388
N -3.0981 -1.1871 -1.9457 1.859
H -0.8038 -0.2140 -0.3111 -0.185
H -0.5404 0.5900 -3.9238 0.405
H -7.0929 -4.8641 -3.8295 0.431
H -1.7162 -5.8173 -4.3293 0.418
H -1.3919 -4.7584 0.2912 0.482
H -6.7242 0.7458 -4.5812 0.203
C 0.9564 -1.6391 -3.2940 -1.072
H -2.8091 4.6371 -0.0164 0.525
C -4.8205 -3.1913 -6.7260 -0.482
H -5.9450 0.7033 -2.2444 0.236
O -4.0249 -4.0114 -7.4529 -0.560
C -1.1757 -5.0769 -4.7794 -1.101
C -6.1828 0.5354 -5.5430 -1.023
H -1.6212 4.8169 -1.1944 0.408
C -0.1967 3.0630 -0.0446 -1.221
H -2.1639 -3.0666 -4.1384 0.476
H 0.7421 -1.7915 -1.4062 0.336
H -1.3303 -2.1538 -2.9421 -1.371
C -6.3409 -3.3706 -1.3241 -0.863
C -1.4541 -0.6791 0.4928 -0.590
H -3.4543 -3.8921 -0.7907 -0.562
C -7.1318 -3.0403 -2.5892 0.647
H -6.8022 -3.3768 -4.6885 0.274
C -3.9525 1.4200 -4.5788 -0.057
O -7.0771 -1.8120 -2.7372 -0.491
H -2.0750 -2.7488 -6.9038 0.417
H -3.1606 -7.0023 -0.8153 0.461
H -6.2387 -4.4318 -1.2776 0.397
H 0.1756 3.3958 -1.0688 -0.014
H -1.7649 0.0609 -6.5598 0.246
H -2.3190 -2.3655 0.6990 0.259
C -1.5331 -4.9264 -0.7524 -1.330
C -3.7543 -6.1170 -0.6123 -1.854
H -4.5166 1.3831 -3.6798 -0.072
H -0.8957 3.3203 -2.9724 -0.169
N -2.2490 -2.4681 -3.3178 1.638
H -3.3789 2.3043 -4.4163 0.708
H -4.6820 3.0713 -6.3226 0.434
H -6.1453 -1.6075 -2.9823 -0.307
C -1.6662 2.8620 -0.2179 2.464
H -1.6429 -1.2404 -5.4397 -0.332
H 0.9907 3.5780 -2.8844 0.447
H 0.2127 2.9473 -5.7686 0.429
O -4.4786 -1.6671 -3.8123 0.467
C -2.2596 4.1025 -0.7481 -2.064
H -1.9217 1.9822 -0.8607 -0.974
H 0.5205 -1.7265 -4.2752 0.270
C -5.6202 0.4661 -1.2395 -1.092
H -0.2008 0.7460 -2.2773 0.374
C -0.6250 2.9060 -5.0762 -1.494
H -8.2060 -3.2311 -2.5054 0.426
C -0.3402 2.6171 -3.6011 0.592
H -6.3404 0.7515 -0.4136 0.467
C -2.1306 -0.9450 -6.3825 0.707
H -3.1813 -0.8189 -6.2259 -0.487
H -2.6286 -4.5588 -5.9799 0.193
H -5.3819 -2.8836 -1.3730 -0.241
H -4.6098 -3.4472 -5.6837 -0.121
O 0.8397 2.7791 -3.3642 -0.524
H -1.1141 -5.9765 -0.8002 0.346
O -1.5219 -2.0329 0.2912 -0.593
O -2.0656 2.5179 0.9191 -0.584
H -4.6922 -6.2874 -1.1921 0.335
H -0.5364 -4.7753 -3.9360 0.276
H -1.0035 3.9033 -5.3124 0.419
H -5.6087 -3.9723 -3.6282 -0.085
H -6.8444 -3.0148 -0.4646 0.412
C -3.2923 -1.7608 -3.0612 -0.011
H -5.8896 -3.2860 -6.8402 0.558
O -5.4231 2.5431 -6.0021 -0.580
H -4.5918 -2.2083 -7.0511 0.322
C -4.9340 1.4061 -5.7174 0.172
H -5.9588 -0.5495 -5.5377 -0.046
H -4.3931 1.1074 -6.6534 0.356
H -2.9356 2.2597 0.7381 0.436
C -0.6924 1.2360 -3.0907 0.080
O -1.9017 -1.8933 -7.3396 -0.668
H -3.6217 -0.3500 -1.6696 -0.471
H -4.4512 -4.3703 -8.2309 0.296
H -1.3069 2.1834 -5.5230 0.031
H -6.8888 0.6830 -6.3555 0.434
H -1.7779 1.1472 -2.9098 -0.607
H -0.0463 3.8206 0.6778 0.518
H 1.7356 -2.3951 -3.2770 0.345
H -2.9728 3.8317 -1.5133 0.337
H -2.3756 -0.1594 0.3869 0.279
C -6.6586 -3.8716 -3.7492 -1.041
H -0.8914 -0.5136 1.3846 0.523
O -4.3563 1.1573 -0.9703 -0.719
O -1.9425 -4.0807 -5.4868 -0.632
C -2.9848 -4.8750 -1.1654 1.990
O -2.9414 -4.8752 -2.4035 -0.523
H -4.6241 2.0352 -0.6410 0.391
H 1.4591 -0.7360 -3.1584 0.471
H -5.5058 -0.5566 -1.2494 0.223
```

- LUMO (eV) = 0.23
- total energy (Ha) = -1891.00128
- structure (SMILES) = NC(N)=O.CC(C)O.CC(C)O.CC(C)O.CC(C)O.CC(C)O.CO.CO.CO.CO.CO.CO
- HOMO (eV) = -8.90
- energy relative to the best compared isomer or geometry (same formula, charge and spin) (kJ/mol) = 190.1
- Kohn-Sham gap (eV) = 9.13